Entry P
Formula: CH5BrN2
Source: OMol25
Level of theory: ωB97M-V/def2-TZVPD

Each line ends with the natural charge from an NBO analysis.
Positions of all 9 atoms, in Å:
Br: -0.5318 1.2162 1.9882  -0.157
N: -1.1907 0.0825 -0.6725  -0.623
N: -0.5945 -0.2846 0.4803  -0.175
C: 1.0910 -0.3827 0.2176  -0.411
H: 1.5289 0.5577 -0.1468  0.191
H: 1.4300 -0.4589 1.1903  0.234
H: 1.0996 -0.9899 -0.6554  0.207
H: -2.0888 -0.2242 -0.8524  0.374
H: -0.7438 0.4840 -1.5494  0.360

Output
* SMILES string: CN(N)Br
* HOMO: -8.91 eV
* spin multiplicity: 1
* LUMO energy: 0.14 eV

***

Entry Q
Formula: CH5BrN2
Source: OMol25
Level of theory: ωB97M-V/def2-TZVPD

Each line ends with the natural charge from an NBO analysis.
Positions of all 9 atoms, in Å:
Br: -3.4778 -0.0429 0.0913  -0.712
N: 0.0391 -0.7745 0.5783  -0.040
N: -0.9380 -0.9582 -0.1940  -0.301
C: 0.6223 0.4778 0.3456  -0.483
H: 0.3366 0.8501 -0.6703  0.193
H: -0.9991 -0.7024 -1.1497  0.401
H: 0.1842 1.1031 1.1339  0.269
H: 1.7848 0.5322 0.4770  0.238
H: -1.6536 -1.5009 0.1148  0.436

Output
* HOMO (spin up / spin down): -8.67 / -8.65 eV
* spin multiplicity: 1
* LUMO energy (spin up / spin down): -1.87 / -1.89 eV

***

Quick one: least stable of them? entry P